Version a
ORCA calculation (wB97M-V/def2-TZVPD) on C6H10O2S2 in the gas phase.

Atoms and positions in Å:
C (-2.65097, 0.90137, 0.79523)
C (-1.94550, 0.94053, -0.34422)
C (-2.10270, -0.10297, -1.30461)
S (-0.81835, -1.18924, -1.54631)
S (-0.37532, -2.02062, 0.21858)
C (0.96030, -0.81444, 1.12485)
C (2.48442, -0.77488, 0.64194)
C (2.48269, 0.11156, -0.64078)
O (2.95589, -0.34869, -1.68454)
O (2.06811, 1.32359, -0.30062)
H (-3.21428, -0.00699, 1.20434)
H (-2.48799, 1.70103, 1.41847)
H (-1.07469, 1.74749, -0.26461)
H (-2.56930, 0.39232, -2.24811)
H (-2.91762, -0.71579, -0.81074)
H (0.79935, -1.32095, 2.05245)
H (0.45444, 0.16101, 0.95914)
H (2.96761, -0.16209, 1.53890)
H (3.19925, -1.63508, 0.48678)
H (1.78464, 1.81284, -1.29614)

Orbital gap = 9.09 eV
SMILES = C=CCSSCCC(=O)O

These are the Löwdin partial charges, in e, on atoms 1 to 2:
1 C -0.008
2 C -0.325

Version b
ORCA calculation (wB97M-V/def2-TZVPD) on C6H10O2S2 in the gas phase.

Atoms and positions in Å:
C (-0.57836, -0.48388, 0.77126)
C (-1.52341, 0.41734, 0.74958)
C (1.48980, -1.75187, -1.02176)
C (2.37855, -0.67548, -1.20303)
C (-1.20251, 1.85930, 0.50517)
C (-2.95802, -0.21347, 0.77426)
O (2.70293, 0.24516, 1.35864)
O (2.46960, 1.87350, -0.41062)
S (0.42540, -1.79053, 0.78242)
S (1.98312, 0.68118, 0.17955)
H (0.63585, -1.98157, -1.79346)
H (2.09686, -2.75546, -1.00921)
H (3.36241, -0.95706, -1.00369)
H (2.19208, -0.18063, -2.08382)
H (-0.32330, 2.22356, 0.95555)
H (-1.12869, 1.91863, -0.56333)
H (-2.04014, 2.46470, 0.90832)
H (-3.55461, 0.49069, 1.41705)
H (-3.39304, -0.19087, -0.36645)
H (-3.03454, -1.19323, 1.05356)

Orbital gap (alpha / beta) = 6.64 / 6.63 eV

These are the Löwdin partial charges, in e, on atoms 1 to 2:
1 C -0.412
2 C -0.366

In kJ/mol, relative to the most stable structure: version a 0.0; version b 238.8.

Version a
ORCA calculation (wB97M-V/def2-TZVPD) on 2 unconnected molecules or ions with the total composition CH4N2P2.

Atoms and positions in Å:
C (-0.01468, -0.45054, 0.03327)
N (0.93763, 0.48557, -0.43246)
N (-0.95861, -0.29320, 1.08203)
P (1.69214, -1.05094, -0.03763)
P (-1.73549, -0.79487, -0.36301)
H (0.84915, 0.74437, -1.40853)
H (-1.09112, 0.60986, 1.52084)
H (2.02577, -0.62746, 1.26189)
H (-1.70480, 1.37720, -1.65639)

Orbital gap (alpha / beta) = 7.58 / 8.69 eV

These are the Löwdin partial charges, in e, on atoms 1 to 2:
1 C -1.151
2 N -0.259

Version b
ORCA calculation (wB97M-V/def2-TZVPD) on CH4N2P2 in the gas phase.

Atoms and positions in Å:
C (-1.76861, 0.07595, -0.04169)
N (-0.04565, 1.16178, 0.78300)
N (0.27597, -1.22975, -1.26368)
P (-1.61527, 1.19050, 1.39405)
P (-1.41672, -0.97843, -1.32605)
H (0.15283, 2.05354, 0.38319)
H (0.71572, -1.55398, -2.10919)
H (0.87602, -0.68203, -0.70411)
H (-1.16747, 0.04649, 1.95548)

Orbital gap (alpha / beta) = 7.73 / 7.72 eV

These are the Löwdin partial charges, in e, on atoms 1 to 2:
1 C -0.618
2 N -0.321

Version c
ORCA calculation (wB97M-V/def2-TZVPD) on 2 unconnected molecules or ions with the total composition CH4N2P2.

Atoms and positions in Å:
C (0.48981, 0.48825, -0.08169)
N (-0.73127, 1.03251, 0.33145)
N (1.71400, 0.18926, 0.50437)
P (-0.49321, 1.73665, -1.20628)
P (1.03000, -1.21541, -0.23234)
H (-2.31398, -2.91331, 0.11535)
H (1.81544, 0.31286, 1.51278)
H (0.31568, 2.75805, -0.84776)
H (-1.82648, -2.38888, -0.09589)

Orbital gap (alpha / beta) = 6.10 / 5.15 eV

These are the Löwdin partial charges, in e, on atoms 1 to 2:
1 C -1.097
2 N -0.303

In kJ/mol, relative to the most stable structure: version a 72.6; version b 0.0; version c 196.4.

Version a
ORCA calculation (wB97M-V/def2-TZVPD) on a molecular structure, C3H4INS.

Atoms and positions in Å:
C (2.05289, -0.05721, -0.53566)
C (-1.29744, 0.56501, 0.30711)
C (-0.55087, -0.60927, -0.35922)
N (-0.53855, 1.69605, 0.45661)
S (1.07145, -0.94663, 0.49859)
I (4.05221, -0.01149, 0.12614)
H (-2.12179, 0.79262, -0.46073)
H (-1.52334, 0.36224, 1.42272)
H (-1.08640, -1.51750, -0.15864)
H (-0.05815, -0.27381, -1.29691)

Orbital gap (alpha / beta) = 7.78 / 7.72 eV

These are the Löwdin partial charges, in e, on atoms 1 to 2:
1 C -1.007
2 C -0.451

Version b
ORCA calculation (wB97M-V/def2-TZVPD) on a molecular structure, C3H4INS.

Atoms and positions in Å:
C (-0.35845, 0.73823, -0.66126)
C (0.50378, -1.30756, -0.41737)
C (-0.51487, 0.57750, 0.74702)
N (0.11486, -0.26469, -1.25260)
S (-0.05119, -0.98248, 1.36115)
I (-1.62433, 1.75968, 2.11054)
H (-0.67167, 1.62345, -1.25009)
H (-0.10573, -2.10542, -0.71559)
H (1.53580, -1.66877, -0.63720)
H (1.17180, 1.63006, 0.71539)

Orbital gap (alpha / beta) = 7.38 / 8.12 eV

These are the Löwdin partial charges, in e, on atoms 1 to 2:
1 C -0.383
2 C -0.452

In kJ/mol, relative to the most stable structure: version a 246.7; version b 0.0.

Version a
ORCA calculation (wB97M-V/def2-TZVPD) on 2 unconnected molecules or ions with the total composition C4H3I.

Atoms and positions in Å:
C (2.44141, -1.77545, -0.27112)
C (1.70452, -0.78689, -0.25343)
C (1.04214, 0.40552, -0.15699)
C (0.52372, 1.43724, 0.14527)
H (2.66312, -2.73086, -0.38293)
H (0.14282, 2.43417, 0.15633)
I (-3.53761, 0.66450, 0.62173)
H (-4.98013, 0.35175, 0.14114)

Orbital gap = 10.46 eV
SMILES = C#CC#C.I

These are the Löwdin partial charges, in e, on atoms 1 to 2:
1 C 0.160
2 C -0.137

Version b
ORCA calculation (wB97M-V/def2-TZVPD) on 2 unconnected molecules or ions with the total composition C4H3I.

Atoms and positions in Å:
C (-1.05868, 0.37965, -0.15424)
C (-0.48374, 1.31920, 0.68240)
C (-0.30143, -0.49417, 0.68172)
C (0.67900, 0.50314, 1.00329)
I (1.99130, 0.59807, 2.58919)
H (-1.92605, 0.29251, -0.77108)
H (-0.65909, -1.27951, 1.33299)
H (2.44360, 0.79860, -0.86901)

Orbital gap (alpha / beta) = 7.98 / 7.85 eV

These are the Löwdin partial charges, in e, on atoms 1 to 2:
1 C -0.072
2 C -0.045

In kJ/mol, relative to the most stable structure: version a 0.0; version b 411.3.

Version a
ORCA calculation (wB97M-V/def2-TZVPD) on a molecular structure, C4H11NP.

Atoms and positions in Å:
C (-0.06509, 0.49315, 1.57004)
C (-0.40187, 1.15962, 0.24909)
C (-0.10157, -1.01570, 1.61001)
C (0.34519, -0.27404, -0.97365)
N (-0.84301, -0.44746, -1.78820)
P (0.83527, -1.64893, 0.11106)
H (0.90844, 0.76888, 1.89559)
H (-0.85857, 1.01349, 2.19109)
H (-1.46064, 1.18363, -0.13475)
H (0.01342, 2.14095, 0.03301)
H (0.33968, -1.48708, 2.49703)
H (-1.15487, -1.32402, 1.60944)
H (1.12222, 0.26601, -1.53297)
H (-0.86155, -1.47241, -2.20216)
H (-0.95910, 0.36157, -2.41913)
H (-1.62418, -0.39393, -1.21042)
H (2.07019, -1.15270, 0.67492)

Orbital gap = 9.71 eV
Net charge = +1

These are the Löwdin partial charges, in e, on atoms 1 to 2:
1 C -0.316
2 C -0.029

Version b
ORCA calculation (wB97M-V/def2-TZVPD) on a gas-phase ion, C4H11NP (charge +1).

Atoms and positions in Å:
C (0.59046, -0.81958, 0.90417)
C (-0.51291, -1.40052, -0.00415)
C (-2.48853, -0.14608, -1.93955)
C (1.59204, 1.43957, 0.71550)
N (0.40480, 0.63566, 0.93177)
P (-1.07513, 0.02203, -1.03979)
H (0.53236, -1.26433, 1.90028)
H (1.57292, -1.04938, 0.48805)
H (-0.16653, -2.22992, -0.62906)
H (-1.37119, -1.75637, 0.57336)
H (-3.32444, -0.71047, -1.55326)
H (-2.72210, 0.57501, -2.70744)
H (2.28896, 1.37849, 1.55898)
H (2.10137, 1.10209, -0.18672)
H (1.30313, 2.48010, 0.58358)
H (-0.08330, 0.94498, 1.76753)
H (-0.05661, 0.56112, -1.80131)

Orbital gap = 8.45 eV
Net charge = +1

These are the Löwdin partial charges, in e, on atoms 1 to 2:
1 C -0.255
2 C -0.286

In kJ/mol, relative to the most stable structure: version a 38.4; version b 0.0.